Entry 1:
{"formula": "C12H36O12", "method": "ωB97M-V/def2-TZVPD", "e_homo_ev": -9.6, "energy_ha": -1381.54919, "smiles": "OCCO.OCCO.OCCO.OCCO.OCCO.OCCO", "molar_mass_da": 372.41, "charge": 0, "gap_ev": 9.822, "e_above_lowest_kcal_mol": 31.1, "lumo_ev": 0.194, "species": ["O", "O", "O", "O", "O", "O", "O", "O", "O", "O", "O", "O", "C", "C", "C", "C", "C", "C", "C", "C", "C", "C", "C", "C", "H", "H", "H", "H", "H", "H", "H", "H", "H", "H", "H", "H", "H", "H", "H", "H", "H", "H", "H", "H", "H", "H", "H", "H", "H", "H", "H", "H", "H", "H", "H", "H", "H", "H", "H", "H"], "xyz": [[0.955, -0.046, -3.148], [-2.324, 2.640, 0.064], [0.737, -4.344, -0.568], [1.031, 1.428, -0.807], [2.718, 3.330, -0.086], [-1.678, 5.908, -1.413], [-4.050, -3.658, 4.085], [-0.344, -5.345, 2.074], [5.026, 4.373, 1.314], [-2.414, -1.261, 2.910], [-0.970, 0.520, 1.259], [-1.787, -0.718, -4.271], [-0.021, 0.728, -3.819], [-1.525, 3.787, -0.250], [3.941, 2.743, -0.305], [1.197, 0.376, 0.099], [-1.425, 0.313, -3.472], [-3.465, -3.576, 2.778], [5.032, 3.795, 0.000], [-2.384, 4.779, -1.006], [-2.178, -2.650, 2.756], [0.944, -5.626, 1.485], [1.396, -4.409, 0.622], [-0.186, -0.238, 0.428], [2.451, -4.520, 0.372], [4.232, 4.913, 1.311], [-1.522, 0.087, -2.410], [-4.179, -3.121, 2.091], [1.802, 0.020, -3.595], [-3.241, -4.585, 2.433], [-1.207, 4.282, 0.667], [1.643, 0.733, 1.027], [-0.032, -1.229, 0.855], [0.097, 0.780, -4.902], [-0.751, 5.704, -1.557], [-0.704, -0.389, -0.519], [-2.262, -1.078, 3.840], [4.906, 4.546, -0.780], [-1.810, 2.097, 0.666], [0.165, 1.734, -3.442], [-0.185, -4.280, -0.311], [-2.073, 1.179, -3.609], [-2.804, 4.281, -1.880], [4.023, 1.912, 0.397], [1.997, 2.712, -0.227], [-0.578, 3.488, -0.700], [-1.600, -0.076, 1.670], [-1.231, -1.469, -4.049], [1.318, -3.400, 1.028], [1.563, -5.897, 2.340], [0.874, 1.094, -1.693], [-0.775, -6.183, 2.259], [1.780, -0.410, -0.380], [6.042, 3.420, -0.163], [-1.698, -2.888, 1.807], [-1.385, -3.000, 3.416], [0.880, -6.560, 0.927], [4.077, 2.341, -1.309], [-3.203, 5.113, -0.369], [-4.839, -4.203, 4.057]]}



Entry 2:
{"formula": "C3H7F2NS", "method": "ωB97M-V/def2-TZVPD", "e_homo_ev": -9.1, "energy_ha": -771.11725, "smiles": "N[C@@H](CS)C(F)F", "molar_mass_da": 127.16, "charge": 0, "gap_ev": 9.916, "e_above_lowest_kcal_mol": 18.2, "lumo_ev": 0.769, "species": ["S", "F", "F", "N", "C", "C", "C", "H", "H", "H", "H", "H", "H", "H"], "xyz": [[-2.063, -1.205, 0.713], [1.756, -1.548, 0.998], [2.174, -0.957, -1.030], [0.882, 1.255, -0.512], [-1.319, 0.117, -0.267], [0.191, 0.256, 0.032], [1.111, -1.349, -0.143], [0.114, 0.253, 1.093], [-1.506, -0.014, -1.364], [-2.238, -2.133, -0.176], [-1.775, 1.157, 0.102], [1.858, 1.154, -0.318], [0.673, 1.500, -1.548], [0.666, -2.320, -0.460]]}



Entry 3:
{"formula": "C7H12", "method": "ωB97M-V/def2-TZVPD", "e_homo_ev": -9.0, "energy_ha": -273.71400, "smiles": "C[C@@H]1C#C[C@H](C)C1.[H][H]", "molar_mass_da": 96.17, "charge": 0, "gap_ev": 9.114, "e_above_lowest_kcal_mol": 122.1, "lumo_ev": 0.115, "species": ["C", "C", "C", "C", "C", "C", "C", "H", "H", "H", "H", "H", "H", "H", "H", "H", "H", "H", "H"], "xyz": [[-2.232, -0.259, -0.320], [-0.247, 1.320, -0.963], [2.406, -0.748, 0.643], [-0.096, -0.132, 1.110], [-1.103, 0.641, 0.160], [0.842, 0.885, -0.561], [1.352, 0.345, 0.708], [-0.312, 0.035, 2.171], [-0.172, -1.210, 0.922], [2.609, -1.142, 1.644], [-2.923, 0.279, -0.975], [-0.873, 0.462, -3.386], [-0.185, 0.550, -3.123], [-2.792, -0.637, 0.546], [2.071, -1.570, 0.003], [3.341, -0.354, 0.233], [-1.529, 1.494, 0.698], [-1.839, -1.123, -0.868], [1.682, 1.163, 1.358]]}



Entry 4:
{"formula": "C4H5AgO5", "method": "ωB97M-V/def2-TZVPD", "e_homo_ev": [-12.2, -11.8], "energy_ha": -678.15399, "multiplicity": 2, "molar_mass_da": 240.95, "charge": 1, "gap_ev": [6.706, 2.539], "e_above_lowest_kcal_mol": 57.0, "lumo_ev": [-5.478, -9.243], "species": ["Ag", "O", "O", "O", "O", "O", "C", "C", "C", "C", "H", "H", "H", "H", "H"], "xyz": [[-1.012, -3.883, 1.584], [1.883, 2.656, -2.115], [-1.008, -2.129, 2.625], [-1.048, -2.177, 0.439], [1.214, 1.331, -0.638], [-1.144, -0.207, 1.535], [1.295, 1.493, -1.931], [0.558, 0.120, -0.143], [-0.840, 0.499, 0.326], [-1.095, -1.516, 1.523], [0.517, -0.595, -0.973], [-1.583, 0.256, -0.443], [-0.901, 1.561, 0.580], [1.181, -0.218, 0.694], [1.984, 2.809, -3.062]]}



Entry 5:
{"formula": "C6H16N2O", "method": "ωB97M-V/def2-TZVPD", "e_homo_ev": -9.3, "energy_ha": -422.95966, "smiles": "CNC(C)=O.CN(C)C", "molar_mass_da": 132.21, "charge": 0, "gap_ev": 9.967, "e_above_lowest_kcal_mol": 17.0, "lumo_ev": 0.697, "species": ["O", "N", "N", "C", "C", "C", "C", "C", "C", "H", "H", "H", "H", "H", "H", "H", "H", "H", "H", "H", "H", "H", "H", "H", "H"], "xyz": [[0.469, 0.301, 5.271], [0.794, 2.676, 0.380], [0.888, 1.808, 3.640], [0.437, 0.602, 4.082], [1.428, 2.786, 4.564], [1.334, 4.026, 0.363], [-0.099, -0.319, 3.006], [-0.576, 2.682, -0.109], [1.613, 1.802, -0.446], [-0.955, 0.140, 2.483], [1.733, 3.684, 4.001], [1.349, 4.454, -0.654], [-0.644, 3.051, -1.146], [2.365, 4.015, 0.755], [0.681, -0.554, 2.263], [1.209, 0.777, -0.410], [2.310, 2.386, 5.092], [-0.984, 1.657, -0.072], [-0.435, -1.259, 3.474], [-1.193, 3.329, 0.536], [2.645, 1.787, -0.056], [0.844, 2.022, 2.640], [0.673, 3.080, 5.313], [0.720, 4.676, 1.009], [1.640, 2.133, -1.498]]}



Entry 6:
{"formula": "C31H35B2CaI2N6O3S2", "method": "ωB97M-V/def2-TZVPD", "e_homo_ev": -4.4, "energy_ha": -3875.93657, "molar_mass_da": 919.30, "charge": -1, "gap_ev": 6.405, "lumo_ev": 2.047, "species": ["I", "I", "Ca", "S", "S", "O", "O", "O", "N", "N", "N", "N", "N", "N", "C", "C", "C", "C", "C", "C", "C", "C", "C", "C", "C", "C", "C", "C", "C", "C", "C", "C", "C", "C", "C", "C", "C", "C", "C", "C", "C", "C", "C", "C", "C", "B", "B", "H", "H", "H", "H", "H", "H", "H", "H", "H", "H", "H", "H", "H", "H", "H", "H", "H", "H", "H", "H", "H", "H", "H", "H", "H", "H", "H", "H", "H", "H", "H", "H", "H", "H", "H"], "xyz": [[0.058, 1.355, 4.360], [-5.083, 4.366, 5.471], [-1.234, 0.239, 0.024], [-0.366, -3.594, -0.751], [-4.650, -1.190, -1.364], [1.812, -0.666, -0.108], [1.773, 1.269, -1.300], [-1.705, 0.501, 1.960], [-3.379, -3.523, -2.050], [-3.453, 1.594, -0.241], [-3.343, -1.973, -3.601], [-2.817, -3.648, 0.463], [-1.207, -2.803, 1.691], [-1.103, 2.990, 0.148], [-3.650, -0.767, -4.322], [-1.907, 1.920, 3.835], [6.825, -0.988, -0.115], [-3.903, 3.120, 4.241], [-1.498, -3.363, 0.474], [-3.355, -3.239, 1.665], [-1.761, 4.783, -1.269], [-2.031, 3.607, -0.575], [4.248, 1.480, -1.517], [-2.394, 1.359, 2.628], [-2.649, -3.067, -4.096], [-2.371, -2.736, 2.440], [-2.672, -4.001, -3.129], [3.070, 0.886, -1.118], [4.267, -0.943, -0.064], [-3.785, -2.271, -2.331], [6.673, -2.350, 0.568], [-4.265, 1.282, 0.951], [5.436, 0.838, -1.180], [-3.425, 3.008, -0.589], [0.464, 4.700, -0.409], [7.577, -0.052, 0.843], [-0.495, 5.336, -1.185], [3.092, -0.301, -0.396], [5.473, -0.362, -0.466], [-2.628, 2.765, 4.650], [-4.416, 2.661, 3.040], [0.116, 3.523, 0.228], [0.116, -2.417, 2.123], [-3.683, 1.809, 2.231], [7.658, -1.191, -1.389], [0.936, 0.289, -0.672], [-3.598, -4.325, -0.714], [-2.221, -4.976, -3.106], [8.595, -1.700, -1.149], [6.122, -3.046, -0.065], [7.660, -2.775, 0.763], [-2.531, 5.252, -1.869], [-5.412, 2.952, 2.730], [-4.406, -3.347, 1.867], [1.463, 5.102, -0.311], [-4.334, 0.195, 1.008], [6.155, -2.259, 1.524], [7.107, -1.800, -2.108], [-2.385, -2.329, 3.435], [7.716, 0.934, 0.399], [-5.288, 1.663, 0.834], [-2.214, 3.138, 5.576], [4.251, 2.415, -2.062], [-4.010, -1.008, -5.323], [7.902, -0.240, -1.864], [-4.763, -4.325, -0.413], [-0.257, 6.250, -1.713], [0.276, -2.728, 3.155], [-3.870, 3.189, -1.572], [-3.843, 1.035, -0.997], [0.251, -1.339, 2.049], [-4.433, -0.250, -3.771], [-2.182, -3.056, -5.065], [0.832, 2.973, 0.827], [-3.154, -5.426, -0.918], [0.833, -2.904, 1.466], [7.014, 0.070, 1.770], [6.369, 1.295, -1.490], [8.561, -0.463, 1.086], [4.220, -1.867, 0.494], [-4.015, 3.577, 0.137], [-2.774, -0.117, -4.409]]}



Entry 7:
{"formula": "C26H45Cl13F3N3O2P", "method": "ωB97M-V/def2-TZVPD", "e_homo_ev": -11.3, "energy_ha": -7955.67472, "molar_mass_da": 980.52, "charge": 1, "gap_ev": 6.935, "lumo_ev": -4.402, "species": ["Cl", "Cl", "Cl", "Cl", "Cl", "Cl", "Cl", "Cl", "Cl", "Cl", "Cl", "Cl", "Cl", "P", "F", "F", "F", "O", "O", "N", "N", "N", "C", "C", "C", "C", "C", "C", "C", "C", "C", "C", "C", "C", "C", "C", "C", "C", "C", "C", "C", "C", "C", "C", "C", "C", "C", "C", "H", "H", "H", "H", "H", "H", "H", "H", "H", "H", "H", "H", "H", "H", "H", "H", "H", "H", "H", "H", "H", "H", "H", "H", "H", "H", "H", "H", "H", "H", "H", "H", "H", "H", "H", "H", "H", "H", "H", "H", "H", "H", "H", "H", "H"], "xyz": [[-0.050, 5.251, 7.962], [6.044, 1.651, 4.160], [5.483, 10.092, 1.675], [-4.649, -5.337, -0.817], [-2.027, -2.477, -7.318], [7.213, 7.661, 3.325], [-3.020, 3.108, -3.180], [-2.417, -5.815, -6.698], [2.030, 2.800, 5.648], [3.048, 1.425, 8.589], [-2.607, -6.485, -3.286], [4.310, 4.081, 2.523], [-3.228, 4.731, 9.078], [0.855, -2.305, -3.672], [2.486, 0.786, -0.168], [2.530, 0.092, -2.207], [1.581, -1.110, -0.645], [-4.463, 0.959, -3.249], [0.415, 2.174, -0.987], [-1.582, -3.054, -2.805], [-4.426, -1.678, -1.195], [-2.763, -2.860, -2.231], [4.298, 2.332, 2.170], [-3.717, -6.869, -0.824], [-2.400, -0.515, -1.955], [1.793, 0.133, -1.113], [4.430, 1.501, 3.419], [-2.291, 3.683, 7.985], [-4.327, -1.661, 0.316], [2.907, 3.621, 6.972], [-2.396, -6.726, -1.534], [0.710, -2.269, -5.507], [-3.548, -3.319, -6.928], [-3.564, 1.512, -2.673], [-0.821, 3.682, 8.316], [-0.832, -2.001, -2.921], [-0.249, 0.519, -2.693], [-2.877, 0.822, -1.478], [2.162, -2.287, -6.053], [3.881, 2.701, 7.661], [1.230, -4.031, -3.145], [5.471, 8.344, 1.331], [-3.318, -4.463, -5.978], [-1.157, -0.666, -2.539], [5.601, 7.514, 2.583], [-3.149, -1.685, -1.815], [-3.080, -2.329, 0.874], [0.415, 0.808, -1.295], [-2.185, -1.706, 0.808], [0.247, -3.192, -5.861], [-2.877, -3.287, 0.397], [3.443, 4.457, 6.524], [0.403, -4.715, -3.336], [5.101, 2.127, 1.466], [-4.006, -3.639, -7.860], [2.658, -3.184, -5.682], [2.191, -2.235, -7.136], [-4.456, -0.657, 0.720], [-0.231, 0.332, -0.555], [-3.203, -2.552, 1.933], [-4.206, -2.590, -6.457], [4.551, 2.220, 6.952], [1.423, -3.971, -2.074], [-0.896, 1.377, -2.862], [-1.821, -5.887, -1.144], [4.523, 8.123, 0.842], [4.481, 3.270, 8.369], [-3.606, 0.771, -0.676], [-2.038, 1.449, -1.184], [-5.177, -2.244, 0.669], [4.288, 0.449, 3.177], [1.243, 2.556, -1.302], [-0.648, 3.452, 9.364], [-0.308, 2.934, 7.711], [0.484, 0.404, -3.484], [3.693, 1.787, 4.167], [3.351, 2.116, 1.682], [6.276, 8.134, 0.631], [-2.690, 2.675, 8.091], [-4.339, -7.633, -1.283], [0.169, -1.413, -5.902], [2.146, -4.358, -3.629], [-3.552, -7.141, 0.217], [-4.276, -4.867, -5.651], [4.861, 7.801, 3.327], [5.458, 6.462, 2.341], [-4.866, -0.796, -1.434], [2.168, 4.017, 7.662], [2.698, -1.463, -5.578], [-1.807, -7.632, -1.406], [-2.765, -4.133, -5.100], [-2.467, 4.018, 6.965], [-3.371, -3.675, -2.095]]}



Entry 8:
{"formula": "C7H8N3S2Se3TeTi", "method": "ωB97M-V/def2-TZVPD", "e_homo_ev": [-7.3, -7.4], "energy_ha": -9554.11842, "multiplicity": 2, "molar_mass_da": 610.64, "charge": 0, "gap_ev": [6.064, 6.117], "e_above_lowest_kcal_mol": 4.0, "lumo_ev": [-1.282, -1.254], "species": ["Te", "Se", "Se", "Se", "Ti", "S", "S", "N", "N", "N", "C", "C", "C", "C", "C", "C", "C", "H", "H", "H", "H", "H", "H", "H", "H"], "xyz": [[-1.875, -0.206, -3.127], [0.514, 2.341, -1.119], [-1.463, 2.194, -2.369], [-2.775, -1.150, -0.962], [-0.772, 0.286, -0.333], [3.104, -2.155, -1.384], [0.219, 0.285, 2.008], [-1.002, 2.435, 3.018], [0.626, -0.946, -0.953], [-1.879, 1.517, 1.052], [-4.003, 2.277, 0.150], [1.672, -1.459, -1.140], [-2.886, 2.355, 1.131], [-0.942, 1.464, 2.052], [-2.968, 3.324, 2.168], [-1.979, 3.358, 3.096], [-1.896, 4.352, 4.210], [-3.777, 4.037, 2.198], [-1.795, 3.842, 5.169], [-3.673, 1.855, -0.791], [-2.784, 4.977, 4.241], [-1.025, 4.993, 4.067], [-4.480, 3.247, 0.019], [-0.256, 2.412, 3.700], [-4.737, 1.585, 0.577]]}



Entry 9:
{"formula": "C12H30Br6O3", "method": "ωB97M-V/def2-TZVPD", "e_homo_ev": -7.1, "energy_ha": -16144.40555, "molar_mass_da": 701.79, "charge": 0, "gap_ev": 6.863, "lumo_ev": -0.241, "species": ["Br", "Br", "Br", "Br", "Br", "Br", "O", "O", "O", "C", "C", "C", "C", "C", "C", "C", "C", "C", "C", "C", "C", "H", "H", "H", "H", "H", "H", "H", "H", "H", "H", "H", "H", "H", "H", "H", "H", "H", "H", "H", "H", "H", "H", "H", "H", "H", "H", "H", "H", "H", "H"], "xyz": [[-3.442, 4.030, -2.645], [-1.458, -2.666, 1.953], [-0.448, 0.403, -2.457], [-1.763, 1.643, 0.200], [-0.048, 0.179, 3.941], [0.803, -2.396, -0.337], [2.439, 2.424, -1.446], [-4.755, -1.510, -0.541], [1.119, 1.406, 1.122], [-3.250, -3.199, -1.135], [1.749, 1.646, 2.327], [2.998, 0.683, 2.580], [3.432, 1.472, -1.696], [2.760, 0.111, -1.766], [0.421, -2.062, 2.249], [0.326, -0.449, -0.286], [-3.455, -1.660, -1.129], [-1.745, 1.777, -1.855], [0.716, -1.629, 3.694], [-2.061, 2.689, -3.103], [-1.063, -0.244, 0.325], [1.116, 0.165, 0.146], [-1.199, 3.271, -3.429], [-2.292, -3.340, -1.634], [2.076, -0.107, -2.587], [-3.241, -3.554, -0.104], [3.679, 0.488, 1.751], [-1.812, -0.931, -0.069], [0.264, -0.178, -1.340], [-2.684, 1.306, -1.563], [-2.452, 2.012, -3.862], [4.140, 1.539, -0.870], [1.069, 1.593, 3.178], [3.562, -0.624, -1.700], [-1.356, 2.401, -1.051], [-3.991, -3.731, -1.731], [3.659, 1.092, 3.345], [-4.619, -1.514, 0.409], [0.660, -1.248, 1.565], [1.802, 2.267, -2.148], [2.226, -0.031, -0.827], [4.007, 1.652, -2.605], [-2.810, -1.133, -0.426], [2.682, -0.249, 3.047], [1.701, 1.810, 0.474], [0.171, -2.333, 4.322], [-3.478, -1.153, -2.093], [1.112, -2.825, 1.893], [1.756, -1.601, 4.019], [2.031, 2.687, 2.490], [-1.056, -0.380, 1.406]]}



Entry 10:
{"formula": "H24O12", "method": "ωB97M-V/def2-TZVPD", "e_homo_ev": -10.7, "energy_ha": -917.19220, "smiles": "O.O.O.O.O.O.O.O.O.O.O.O", "molar_mass_da": 216.18, "charge": 0, "gap_ev": 10.274, "e_above_lowest_kcal_mol": 83.6, "lumo_ev": -0.440, "species": ["O", "O", "O", "O", "O", "O", "O", "O", "O", "O", "O", "O", "H", "H", "H", "H", "H", "H", "H", "H", "H", "H", "H", "H", "H", "H", "H", "H", "H", "H", "H", "H", "H", "H", "H", "H"], "xyz": [[-0.676, -2.157, -3.822], [-4.430, 2.436, 1.045], [-1.441, -0.769, 6.095], [3.186, -2.728, -1.961], [-1.125, -2.374, -0.267], [0.828, 2.297, 1.078], [3.632, -2.068, 0.838], [-2.042, 1.814, 2.419], [0.321, -0.651, 1.228], [2.091, 1.545, -2.472], [-0.111, 2.545, -1.408], [-2.094, -0.279, -2.897], [3.836, -1.548, 1.624], [-1.205, -0.070, 5.474], [2.888, 1.123, -2.813], [-1.573, 1.033, 2.732], [3.416, -1.846, -1.646], [-3.470, 2.455, 0.957], [-1.599, 2.038, 1.593], [0.005, -1.897, -3.191], [0.588, -0.567, 0.306], [-2.307, -1.028, -2.329], [3.897, -2.964, 1.074], [-0.570, -1.884, -0.883], [0.297, 2.932, 1.572], [-0.180, -2.512, -4.569], [3.047, -3.236, -1.154], [0.355, 0.251, 1.565], [0.500, 3.178, -1.801], [-1.240, 0.027, -2.573], [-4.602, 1.651, 1.576], [1.634, 2.781, 0.864], [-2.344, -0.556, 6.355], [-0.182, 1.847, -2.069], [2.400, 2.043, -1.706], [-1.730, -2.864, -0.834]]}



no.,F_max (eV/Å)
1,2.513
2,6.023
3,0.612
4,6.368
5,0.662
6,3.240
7,2.990
8,1.088
9,18.484
10,0.825